{
  "formula": "C20H28ClIN2O2Pm",
  "method": "ωB97M-V/def2-TZVPD",
  "symbols": ["Pm", "Cl", "N", "N", "C", "C", "C", "C", "C", "C", "H", "H", "H", "H", "H", "H", "C", "C", "C", "C", "H", "H", "H", "H", "H", "H", "O", "H", "H", "O", "H", "H", "C", "C", "C", "H", "H", "C", "C", "H", "C", "C", "C", "C", "H", "C", "H", "H", "H", "H", "H", "H", "H", "H", "I"],
  "xyz": [[-0.587, 0.698, 0.126], [0.261, 0.245, -2.151], [-2.231, -0.622, -0.308], [1.066, 2.054, 0.377], [-2.150, -1.926, -0.171], [2.272, 1.652, 0.710], [-3.372, -0.236, -1.074], [-3.642, -1.550, -1.776], [-3.144, 0.901, -2.058], [-4.475, 0.094, -0.089], [-2.294, 0.691, -2.718], [-2.951, 1.849, -1.529], [-4.054, 1.024, -2.656], [-4.662, -0.762, 0.578], [-5.389, 0.332, -0.633], [-4.195, 0.961, 0.539], [1.069, 3.388, -0.130], [2.535, 3.504, -0.491], [0.718, 4.301, 1.027], [0.170, 3.634, -1.332], [0.368, 2.907, -2.130], [0.363, 4.647, -1.702], [-0.894, 3.568, -1.053], [1.416, 4.146, 1.863], [-0.306, 4.096, 1.394], [0.773, 5.340, 0.700], [3.193, 2.506, 0.365], [2.964, 4.480, -0.273], [2.735, 3.199, -1.528], [-3.034, -2.557, -0.891], [-3.115, -1.627, -2.738], [-4.701, -1.782, -1.881], [-1.244, -2.668, 0.723], [2.633, 0.431, 1.452], [2.099, -0.884, 0.924], [2.256, 0.576, 2.483], [3.720, 0.426, 1.492], [0.777, -1.142, 0.745], [0.235, -2.378, 0.577], [-0.557, 0.227, 1.878], [1.116, -3.463, 0.485], [2.474, -3.222, 0.577], [0.627, -4.864, 0.327], [2.986, -1.965, 0.834], [3.160, -4.058, 0.488], [4.454, -1.797, 1.041], [4.966, -2.743, 0.826], [4.710, -1.522, 2.074], [4.886, -1.036, 0.380], [0.090, -5.230, 1.213], [1.480, -5.535, 0.171], [-0.040, -4.980, -0.536], [-1.458, -3.720, 0.554], [-1.553, -2.416, 1.756], [-2.522, 2.809, 1.164]],
  "mulliken_charge": [0.641, -0.554, 0.126, 0.099, 0.615, 0.596, 1.289, -0.955, -1.624, -1.141, 0.399, 0.178, 0.494, 0.346, 0.435, -0.172, 1.272, -0.938, -1.158, -1.601, 0.393, 0.493, 0.166, 0.343, -0.157, 0.436, -0.410, 0.354, 0.361, -0.411, 0.362, 0.355, -1.144, -1.130, -0.068, 0.299, 0.308, 0.961, -0.107, -0.102, 1.063, -1.272, -1.932, 1.060, 0.144, -1.936, 0.351, 0.346, 0.367, 0.346, 0.351, 0.362, 0.326, 0.285, -0.510],
  "mol_weight_da": 635.81,
  "lumo_ev": [2.77, 2.77],
  "max_force_ev_per_a": 4.32,
  "spin_multiplicity": 5,
  "total_charge": -1,
  "homo_energy_ev": [-2.80, -2.87]
}

{
  "formula": "C20H28ClIN2O2Sc",
  "method": "ωB97M-V/def2-TZVPD",
  "symbols": ["Sc", "Cl", "N", "N", "C", "C", "C", "C", "C", "C", "H", "H", "H", "H", "H", "H", "C", "C", "C", "C", "H", "H", "H", "H", "H", "H", "O", "H", "H", "O", "H", "H", "C", "C", "C", "H", "H", "C", "C", "H", "C", "C", "C", "C", "H", "C", "H", "H", "H", "H", "H", "H", "H", "H", "I"],
  "xyz": [[-0.659, -0.713, 0.507], [-2.651, 0.045, 1.492], [0.822, 0.274, 1.694], [-0.989, -0.388, -1.580], [2.034, 0.832, 1.688], [-0.424, -0.088, -2.752], [0.691, -0.401, 3.023], [2.149, -0.663, 3.382], [-0.103, -1.696, 3.025], [-0.005, 0.599, 3.952], [0.419, -2.490, 2.477], [-1.136, -1.550, 2.657], [-0.201, -2.023, 4.067], [0.555, 1.541, 3.998], [-0.101, 0.182, 4.963], [-1.004, 0.806, 3.551], [-2.066, -1.381, -1.887], [-1.555, -2.001, -3.183], [-3.363, -0.580, -2.045], [-2.289, -2.458, -0.839], [-1.438, -3.146, -0.778], [-3.163, -3.044, -1.146], [-2.549, -2.034, 0.151], [-3.250, 0.193, -2.814], [-3.589, -0.091, -1.090], [-4.195, -1.242, -2.315], [-0.596, -1.003, -3.691], [-2.322, -2.152, -3.953], [-0.991, -2.928, -3.005], [2.891, 0.290, 2.538], [2.474, -1.673, 3.092], [2.410, -0.456, 4.428], [2.506, 2.013, 0.902], [0.299, 1.163, -3.144], [1.686, 1.243, -2.571], [-0.311, 1.991, -2.757], [0.318, 1.228, -4.240], [1.997, 2.174, -1.569], [2.796, 1.672, -0.533], [1.512, 3.160, -1.515], [3.893, 0.874, -0.910], [3.869, 0.334, -2.201], [5.049, 0.627, 0.013], [2.740, 0.427, -3.024], [4.733, -0.231, -2.548], [2.676, -0.301, -4.335], [3.649, -0.755, -4.558], [2.425, 0.346, -5.188], [1.916, -1.093, -4.307], [5.501, 1.543, 0.423], [5.842, 0.095, -0.526], [4.737, 0.021, 0.875], [3.392, 2.440, 1.391], [1.688, 2.744, 0.952], [1.221, -2.680, -0.157]],
  "mulliken_charge": [-0.257, -0.521, 0.119, 0.108, 0.552, 0.558, 1.627, -0.965, -1.525, -1.644, 0.335, 0.394, 0.482, 0.341, 0.442, 0.204, 1.633, -0.970, -1.638, -1.532, 0.343, 0.481, 0.405, 0.342, 0.205, 0.439, -0.403, 0.272, 0.385, -0.402, 0.381, 0.274, -1.533, -1.554, 1.045, 0.267, 0.339, -1.260, 1.023, 0.299, 0.758, -0.989, -1.440, 0.781, 0.180, -1.447, 0.409, 0.281, 0.232, 0.277, 0.408, 0.235, 0.347, 0.266, -0.389],
  "mol_weight_da": 535.77,
  "lumo_ev": [2.77, 2.77],
  "max_force_ev_per_a": 3.37,
  "total_charge": -1,
  "homo_energy_ev": [-1.23, -1.23]
}

{
  "formula": "C20H28CsN7O7P2",
  "method": "ωB97M-V/def2-TZVPD",
  "symbols": ["Cs", "C", "N", "C", "C", "N", "C", "C", "C", "C", "C", "C", "N", "C", "N", "C", "C", "C", "C", "C", "C", "N", "H", "H", "H", "H", "H", "H", "H", "H", "H", "H", "H", "H", "H", "H", "H", "O", "P", "O", "O", "O", "P", "O", "O", "O", "H", "H", "N", "C", "C", "N", "C", "C", "H", "H", "H", "H", "H", "H", "H", "H", "H", "H", "H"],
  "xyz": [[0.192, 0.874, -1.607], [3.855, 0.350, 1.249], [3.079, 0.196, 0.009], [3.806, 0.543, -1.197], [3.157, 0.044, -2.459], [2.406, -1.023, -2.555], [1.960, -1.047, -3.865], [1.108, -1.955, -4.487], [0.832, -1.747, -5.825], [1.387, -0.671, -6.529], [2.231, 0.241, -5.924], [2.497, 0.040, -4.575], [3.242, 0.726, -3.647], [3.130, -0.405, 2.315], [3.422, -1.636, 2.644], [2.426, -2.017, 3.520], [2.194, -3.254, 4.123], [1.063, -3.377, 4.912], [0.185, -2.299, 5.111], [0.402, -1.065, 4.526], [1.528, -0.944, 3.719], [2.028, 0.089, 2.954], [4.001, 1.404, 1.511], [4.831, -0.125, 1.153], [2.244, 0.773, 0.158], [4.786, 0.057, -1.144], [3.999, 1.624, -1.302], [0.698, -2.798, -3.945], [0.178, -2.429, -6.354], [1.146, -0.554, -7.577], [2.654, 1.071, -6.475], [3.785, 1.561, -3.790], [2.888, -4.069, 3.972], [0.852, -4.317, 5.407], [-0.683, -2.438, 5.744], [-0.291, -0.248, 4.672], [1.539, 0.912, 2.592], [-1.309, 0.253, 2.244], [-2.356, 0.840, 1.095], [-3.732, 0.649, 1.540], [-1.834, 0.288, -0.201], [-1.860, 2.409, 1.122], [-0.392, 2.961, 0.754], [-0.184, 4.154, 1.787], [-0.350, 3.416, -0.663], [0.604, 1.877, 1.180], [-0.485, 0.750, 1.993], [-0.857, 4.843, 1.745], [-0.599, -2.367, 1.546], [-1.834, -2.895, 0.896], [-1.501, -4.160, 0.108], [-0.432, -3.966, -0.858], [0.771, -3.437, -0.231], [0.509, -2.164, 0.557], [-0.280, -2.961, 2.317], [-0.855, -1.434, 1.959], [-2.195, -2.091, 0.253], [-2.576, -3.078, 1.674], [-2.396, -4.508, -0.407], [-1.204, -4.955, 0.800], [-0.743, -3.335, -1.588], [1.523, -3.216, -0.988], [1.188, -4.202, 0.431], [0.113, -1.357, -0.060], [1.386, -1.822, 1.095]],
  "mulliken_charge": [1.618, -1.220, 0.495, -0.570, -0.155, -0.259, 0.638, -0.580, -0.671, -0.447, -1.058, 0.505, 0.009, 0.115, -0.657, 0.960, -0.795, -0.490, -0.614, -0.694, 0.180, 0.155, 0.387, 0.578, -0.677, 0.381, 0.302, 0.440, 0.407, 0.384, 0.396, 0.209, 0.464, 0.409, 0.414, 0.424, 0.268, -0.478, 0.438, -0.808, -0.690, -0.225, 0.458, -0.514, -0.759, -0.507, 0.349, 0.323, 0.395, -0.423, -1.009, -0.243, -1.094, 1.704, 0.394, 0.109, 0.314, 0.514, 0.438, 0.357, 0.284, 0.412, 0.323, -1.076, -0.241],
  "relative_energy_ev": 0.526,
  "mol_weight_da": 673.34,
  "lumo_ev": -0.14,
  "max_force_ev_per_a": 1.68,
  "total_charge": 0,
  "homo_energy_ev": -8.90
}

{
  "formula": "C20H28F3O2Pt",
  "method": "ωB97M-V/def2-TZVPD",
  "symbols": ["O", "C", "C", "H", "H", "C", "H", "H", "C", "H", "H", "H", "C", "H", "H", "H", "Pt", "C", "C", "C", "H", "C", "C", "H", "H", "H", "H", "C", "C", "C", "H", "C", "C", "H", "H", "H", "H", "O", "C", "C", "H", "H", "C", "H", "H", "C", "H", "H", "H", "H", "F", "C", "F", "F"],
  "xyz": [[0.178, -0.891, -1.608], [0.173, 0.309, -2.446], [0.219, -0.415, -3.793], [1.095, 0.904, -2.325], [-0.740, 0.909, -2.286], [0.129, -1.661, -2.871], [1.223, -0.295, -4.249], [-0.615, -0.209, -4.485], [1.360, -2.508, -3.048], [2.261, -1.913, -2.880], [1.312, -2.905, -4.064], [1.360, -3.339, -2.348], [-1.134, -2.461, -3.066], [-2.011, -1.817, -3.074], [-1.250, -3.193, -2.269], [-1.071, -2.939, -4.045], [-0.114, -0.603, 0.889], [-1.980, -0.979, 3.729], [-1.710, 0.212, 3.074], [-2.031, 0.032, 1.626], [-1.388, 1.132, 3.550], [-2.244, -1.405, 1.454], [-2.269, -1.963, 2.765], [-2.534, -2.985, 2.971], [-1.937, -1.124, 4.799], [-2.466, 0.808, 0.996], [-2.489, -1.872, 0.501], [0.573, -2.632, 3.477], [-0.208, -3.472, 2.607], [0.269, -3.344, 1.318], [-0.972, -4.136, 2.989], [1.200, -2.220, 1.259], [1.474, -1.929, 2.709], [2.348, -1.386, 3.034], [0.460, -2.560, 4.553], [0.038, -3.987, 0.496], [1.887, -1.997, 0.443], [1.774, 5.042, -1.444], [1.808, 3.758, -0.733], [0.358, 3.368, -0.294], [2.419, 3.874, 0.177], [2.411, 3.062, -1.358], [-0.411, 4.721, -0.490], [0.272, 2.963, 0.718], [-0.139, 2.606, -0.920], [0.349, 5.256, -1.718], [-0.231, 5.270, 0.454], [-1.486, 4.678, -0.705], [0.081, 6.304, -2.003], [0.069, 4.519, -2.537], [0.410, 1.895, 2.433], [0.857, 0.593, 2.369], [0.891, 0.236, 3.697], [2.172, 0.693, 1.975]],
  "mulliken_charge": [-0.443, -0.397, -0.813, 0.082, 0.372, 1.228, 0.293, 0.337, -1.701, 0.415, 0.448, 0.343, -1.644, 0.432, 0.293, 0.416, 2.384, -0.789, -0.529, -0.098, 0.438, -1.096, -0.613, 0.804, 0.513, 0.723, 0.658, -0.311, -0.959, -0.794, 0.834, -0.306, -0.796, 0.535, 0.556, 0.539, 0.814, -0.451, -0.445, 0.769, 0.282, 0.262, -0.700, -0.209, -0.382, -0.365, 0.321, 0.354, 0.371, 0.182, -0.290, -0.468, -0.158, -0.243],
  "mol_weight_da": 552.51,
  "lumo_ev": [-2.82, -6.24],
  "max_force_ev_per_a": 3.20,
  "spin_multiplicity": 5,
  "total_charge": 1,
  "homo_energy_ev": [-10.79, -11.47]
}